Entry w
DFT (ωB97M-V/def2-TZVPD) results for 8 unconnected molecules or ions with the total composition H16O8.

Its SMILES is O.O.O.O.O.O.O.O. The HOMO-LUMO gap is 0.3725 hartree. The spin multiplicity is 1. As for the HOMO energy: -9.9801 eV.

```
24
H16O8 ωB97M-V/def2-TZVPD
H -0.888 -0.024 0.355
H 0.573 -0.415 0.507
H 1.917 -2.060 -1.328
H 1.891 -1.510 -2.745
H 0.624 -2.368 2.319
H 0.697 -1.185 3.271
H -2.537 3.023 0.492
H -2.540 2.208 1.775
H 1.733 0.820 0.552
H 3.253 0.817 0.555
H -3.669 1.001 -2.656
H -3.546 2.125 -1.641
H 4.281 1.173 -0.994
H 5.800 1.165 -1.029
H -3.234 -3.103 0.249
H -3.411 -2.396 -1.085
O -0.284 -0.496 0.940
O 1.983 -1.237 -1.825
O 0.231 -1.505 2.490
O -3.093 2.792 1.244
O 2.493 1.307 0.889
O -3.826 1.207 -1.728
O 5.052 0.922 -0.473
O -3.501 -2.260 -0.135
```

---

Entry x
DFT (ωB97M-V/def2-TZVPD) results for 8 unconnected molecules or ions with the total composition H16O8.

Its SMILES is O.O.O.O.O.O.O.O. The HOMO-LUMO gap is 0.3953 hartree. The spin multiplicity is 1. As for the HOMO energy: -10.8155 eV.

```
24
H16O8 ωB97M-V/def2-TZVPD
O -0.118 1.695 2.307
H -0.301 1.202 3.085
H 0.750 2.004 2.459
O 2.073 -1.068 -0.289
H 2.201 -0.386 0.319
H 2.325 -1.836 0.151
O -0.690 -0.382 0.180
H -0.407 0.510 0.333
H 0.013 -0.785 -0.310
O 0.405 2.257 -0.606
H 0.199 1.765 -1.389
H -0.422 2.481 -0.249
O -1.331 3.833 1.130
H -1.050 3.081 1.624
H -0.444 4.125 1.039
O -1.380 -2.608 1.596
H -1.219 -3.355 1.012
H -1.139 -1.842 1.060
O -0.446 -2.718 -2.285
H 0.274 -3.280 -2.396
H -1.126 -3.100 -1.745
O 0.614 -0.153 -2.478
H 1.208 -0.598 -1.886
H 0.012 -0.844 -2.661
```

---

Which of them is most stable? Easy: entry x.

---

Entry w
DFT (ωB97M-V/def2-TZVPD) results for 8 unconnected molecules or ions with the total composition H16O8.

Its SMILES is O.O.O.O.O.O.O.O. The HOMO-LUMO gap is 0.3784 hartree. The spin multiplicity is 1. As for the HOMO energy: -10.3720 eV.

```
24
H16O8 ωB97M-V/def2-TZVPD
O -2.203 1.828 2.467
H -1.335 1.384 2.410
H -2.012 2.706 2.813
O 3.140 0.923 0.864
H 3.654 1.227 0.104
H 3.095 1.698 1.434
O 0.049 2.233 -1.979
H -0.787 1.907 -2.326
H 0.359 1.524 -1.391
O -1.263 -2.666 -0.108
H -1.732 -3.274 0.477
H -0.662 -3.227 -0.615
O 0.304 -0.125 -0.271
H -0.267 -0.902 -0.353
H 0.359 0.056 0.693
O 0.423 0.706 2.360
H 1.150 1.337 2.318
H 0.484 0.312 3.241
O 2.635 -0.629 -2.070
H 2.043 -0.784 -2.812
H 2.066 -0.683 -1.285
O -3.297 -1.503 -2.123
H -2.852 -1.691 -1.285
H -3.351 -2.356 -2.565
```

---

Entry x
DFT (ωB97M-V/def2-TZVPD) results for 8 unconnected molecules or ions with the total composition H16O8.

Its SMILES is O.O.O.O.O.O.O.O. The HOMO-LUMO gap is 0.3704 hartree. The spin multiplicity is 1. As for the HOMO energy: -10.4237 eV.

```
24
H16O8 ωB97M-V/def2-TZVPD
O -0.024 -0.698 2.334
H -0.840 -1.225 2.424
H 0.657 -1.234 2.757
O -0.379 0.122 -0.648
H -1.079 -0.465 -0.980
H -0.441 0.074 0.316
O -2.474 -1.029 -2.361
H -3.077 -1.600 -1.871
H -2.994 -0.242 -2.566
O 1.528 0.646 -2.896
H 1.160 0.430 -3.757
H 0.885 0.302 -2.259
O 3.115 0.686 -0.250
H 3.539 1.550 -0.234
H 2.298 0.826 -0.741
O 1.761 1.226 3.117
H 0.984 0.739 2.786
H 2.519 0.700 2.843
O -2.115 -2.472 2.362
H -2.602 -3.287 2.196
H -1.476 -2.437 1.635
O -0.435 2.652 -1.725
H -0.928 2.020 -1.195
H 0.418 2.714 -1.288
```

---

Entry y
DFT (ωB97M-V/def2-TZVPD) results for 8 unconnected molecules or ions with the total composition H16O8.

Its SMILES is O.O.O.O.O.O.O.O. The HOMO-LUMO gap is 0.3601 hartree. The spin multiplicity is 1. As for the HOMO energy: -9.8751 eV.

```
24
H16O8 ωB97M-V/def2-TZVPD
O 13.021 26.974 6.851
H 13.845 26.450 6.779
H 12.704 26.830 7.751
O 15.569 26.163 6.029
H 16.246 26.614 6.554
H 15.686 25.226 6.226
O 10.408 27.064 5.843
H 11.360 26.870 5.841
H 10.330 27.895 6.354
O 17.157 29.128 4.340
H 17.743 29.887 4.239
H 16.782 28.984 3.462
O 18.059 27.680 6.612
H 18.931 28.080 6.669
H 17.689 27.989 5.762
O 10.994 29.629 6.597
H 11.901 29.603 6.268
H 10.891 30.519 6.955
O 14.154 29.276 5.674
H 13.885 28.399 6.017
H 15.073 29.171 5.397
O 13.110 32.062 6.197
H 12.909 32.310 5.290
H 13.442 31.153 6.134
```

---

Entry z
DFT (ωB97M-V/def2-TZVPD) results for 8 unconnected molecules or ions with the total composition H16O8.

Its SMILES is O.O.O.O.O.O.O.O. The HOMO-LUMO gap is 0.3871 hartree. The spin multiplicity is 1. As for the HOMO energy: -10.3209 eV.

```
24
H16O8 ωB97M-V/def2-TZVPD
O 25.035 -18.848 -7.918
H 24.718 -19.678 -7.609
H 25.984 -18.896 -7.812
O 28.217 -14.407 -8.347
H 27.413 -13.857 -8.348
H 28.224 -14.956 -9.161
O 25.704 -14.664 -4.875
H 24.852 -14.514 -4.493
H 26.346 -14.613 -4.205
O 26.672 -16.225 -6.801
H 27.280 -15.520 -7.004
H 26.254 -15.838 -6.015
O 24.109 -16.922 -5.895
H 24.799 -16.939 -6.578
H 23.883 -16.036 -5.649
O 25.616 -18.666 -4.614
H 24.988 -18.063 -5.032
H 25.152 -19.486 -4.315
O 28.473 -13.053 -5.873
H 29.255 -12.535 -5.584
H 28.850 -13.581 -6.531
O 24.769 -15.535 -8.440
H 25.465 -15.726 -7.852
H 24.420 -14.679 -8.122
```

---

Which of them is most stable? Easy: entry y.

---

Entry w
DFT (ωB97M-V/def2-TZVPD) results for C4H6N2O in the gas phase.

Its SMILES is COc1c[nH]cn1. The HOMO-LUMO gap is 0.3433 hartree. The spin multiplicity is 1. As for the HOMO energy: -8.3852 eV.

```
13
C4H6N2O ωB97M-V/def2-TZVPD
C 2.284 0.194 -0.362
O 1.206 -0.650 -0.722
C -0.011 -0.255 -0.293
C -0.891 -1.111 0.293
N -2.032 -0.351 0.503
C -1.743 0.899 0.065
N -0.519 1.007 -0.401
H 2.070 1.235 -0.612
H 3.159 -0.150 -0.919
H 2.475 0.105 0.714
H -0.591 -1.930 0.907
H -2.961 -0.708 0.682
H -2.445 1.717 0.147
```

---

Entry x
DFT (ωB97M-V/def2-TZVPD) results for 2 unconnected molecules or ions with the total composition C4H6N2O.

Its SMILES is [H]/N=C1\C=CNC1=O.[H][H]. The HOMO-LUMO gap is 0.3245 hartree. The spin multiplicity is 1. As for the HOMO energy: -9.1279 eV.

```
13
C4H6N2O ωB97M-V/def2-TZVPD
N -0.201 -1.085 2.010
C -0.292 -0.760 0.786
C -0.492 0.706 0.382
O -0.584 1.685 1.082
N -0.536 0.676 -1.004
C -0.388 -0.628 -1.473
C -0.243 -1.515 -0.474
H 2.379 2.571 0.416
H -0.066 -2.095 2.097
H 1.718 2.509 0.753
H -0.639 1.501 -1.571
H -0.404 -0.813 -2.541
H -0.115 -2.584 -0.577
```

---

Which of them is most stable? Easy: entry w.

---

Entry w
DFT (ωB97M-V/def2-TZVPD) results for C4H6N2O in the gas phase.

Its SMILES is [H]/N=C(\N)C1(O)C=C1. The HOMO-LUMO gap is 0.3559 hartree. The spin multiplicity is 1. As for the HOMO energy: -8.7753 eV.

```
13
C4H6N2O ωB97M-V/def2-TZVPD
N -0.174 0.111 -1.919
C 0.468 -0.123 -0.724
C -0.344 0.095 0.538
O -1.714 -0.177 0.244
C -0.077 0.863 1.749
C 0.484 -0.303 1.773
N 1.646 -0.600 -0.577
H -1.182 0.152 -1.865
H 0.178 -0.409 -2.710
H -2.234 0.434 0.783
H -0.459 1.700 2.298
H 1.320 -0.967 1.888
H 2.086 -0.775 -1.480
```

---

Entry x
DFT (ωB97M-V/def2-TZVPD) results for a molecular structure, C4H6N2O.

The HOMO-LUMO gap is 0.2908 hartree. The spin multiplicity is 1. As for the HOMO energy: -7.5352 eV.

```
13
C4H6N2O ωB97M-V/def2-TZVPD
N 0.750 -1.459 -1.075
C -0.084 -0.593 -0.322
C 0.549 0.566 0.301
O 1.814 1.036 0.207
N -0.467 1.308 0.802
C -1.660 0.602 0.564
C -1.509 -0.582 -0.122
H 0.827 -1.093 -2.022
H 0.287 -2.361 -1.163
H 2.316 0.361 -0.278
H -0.334 2.138 1.361
H -2.563 1.057 0.966
H 0.469 -0.565 0.923
```

---

Entry y
DFT (ωB97M-V/def2-TZVPD) results for C4H6N2O in the gas phase.

Its SMILES is [H]/N=C(\C)C(=O)N=C. The HOMO-LUMO gap is 0.3388 hartree. The spin multiplicity is 1. As for the HOMO energy: -8.9233 eV.

```
13
C4H6N2O ωB97M-V/def2-TZVPD
C 0.906 -1.759 0.385
C 0.150 -0.701 -0.356
C -0.812 0.133 0.551
C -0.809 2.531 0.163
N -0.743 1.424 0.750
N 0.320 -0.273 -1.532
O -1.731 -0.684 0.450
H 1.131 -0.667 -2.005
H -1.081 2.640 -0.887
H -0.610 3.429 0.735
H 0.232 -2.321 1.026
H 1.658 -1.299 1.024
H 1.389 -2.453 -0.305
```

---

Entry z
DFT (ωB97M-V/def2-TZVPD) results for C4H6N2O in the gas phase.

Its SMILES is Nc1cocc1N. The HOMO-LUMO gap is 0.3361 hartree. The spin multiplicity is 1. As for the HOMO energy: -8.3831 eV.

```
13
C4H6N2O ωB97M-V/def2-TZVPD
C -0.097 0.821 0.248
C -1.355 1.078 0.130
C -1.151 -1.067 -0.159
C 0.101 -0.499 -0.010
H 1.261 2.432 -0.661
H 1.516 0.712 -0.816
H -1.798 2.027 0.380
H -1.584 -2.194 -0.396
H 1.081 -2.261 0.042
H 1.577 -1.089 1.227
N 1.212 1.398 -0.055
N 1.347 -1.248 0.063
O -2.110 -0.110 0.008
```

---

Which of them is most stable? Easy: entry y.

---

Entry w
DFT (ωB97M-V/def2-TZVPD) results for C4H6N2O in the gas phase.

Its SMILES is C=C1CON=CN1. The HOMO-LUMO gap is 0.3383 hartree. The spin multiplicity is 1. As for the HOMO energy: -8.3748 eV.

```
13
C4H6N2O ωB97M-V/def2-TZVPD
C 2.218 0.131 -0.367
C 0.996 0.003 0.157
C 0.236 -1.136 0.477
C -1.193 1.087 0.051
H 2.735 -0.760 -0.510
H 2.707 1.052 -0.726
H 0.178 -1.409 1.536
H 0.835 -1.968 0.062
H -1.725 2.098 0.030
H 0.580 2.019 0.184
N -1.777 -0.002 -0.286
N 0.224 1.128 0.301
O -0.997 -1.178 -0.324
```

---

Entry x
DFT (ωB97M-V/def2-TZVPD) results for C4H6N2O in the gas phase.

The HOMO-LUMO gap is 0.2908 hartree. The spin multiplicity is 1. As for the HOMO energy: -7.4414 eV.

```
13
C4H6N2O ωB97M-V/def2-TZVPD
N -1.759 0.661 -0.273
C -0.337 0.591 0.056
C 0.067 -0.822 0.259
O -0.766 -1.811 0.499
N 1.345 -0.911 0.080
C 1.822 0.395 -0.443
C 0.832 1.293 -0.638
H -1.897 1.404 -0.953
H -2.299 0.902 0.552
H -1.644 -1.443 0.246
H 1.869 -1.773 0.167
H 2.896 0.449 -0.586
H -0.128 1.065 1.035
```

---

Which of them is most stable? Easy: entry w.

---

Entry w
DFT (ωB97M-V/def2-TZVPD) results for a molecular structure, C4H6N2O.

The HOMO-LUMO gap is 0.2864 hartree. The spin multiplicity is 1. As for the HOMO energy: -7.0048 eV.

```
13
C4H6N2O ωB97M-V/def2-TZVPD
N 2.162 -0.300 0.347
C 0.933 0.311 0.372
C -0.374 0.317 -1.087
O -0.825 1.001 -2.205
N -1.459 0.159 -0.311
C -1.266 -0.240 0.985
C 0.038 -0.225 1.347
H 2.196 -1.314 0.391
H 2.956 0.113 -0.115
H -0.229 0.929 -2.959
H -2.367 0.485 -0.623
H -2.104 -0.632 1.533
H 0.339 -0.605 2.325
```

---

Entry x
DFT (ωB97M-V/def2-TZVPD) results for 2 unconnected molecules or ions with the total composition C4H6N2O.

Its SMILES is C1=COCC1.N#N. The HOMO-LUMO gap is 0.3456 hartree. The spin multiplicity is 1. As for the HOMO energy: -8.2856 eV.

```
13
C4H6N2O ωB97M-V/def2-TZVPD
C -0.022 -0.229 0.720
C -0.029 0.990 0.173
C -0.686 -1.184 -0.215
C -1.395 -0.151 -1.167
N 4.242 0.732 1.782
N 3.188 1.007 1.648
O -0.856 1.146 -0.876
H 0.554 -0.404 1.604
H -0.065 -1.748 -0.782
H -1.543 -1.773 0.187
H -1.291 -0.252 -2.209
H -2.500 -0.066 -1.210
H 0.402 1.932 0.347
```

---

Which of them is most stable? Easy: entry x.

---

Entry w
DFT (ωB97M-V/def2-TZVPD) results for a molecular structure, C4H6N2O.

The HOMO-LUMO gap (spin up / spin down) is 0.2842 / 0.2842 hartree. The spin multiplicity is 1. As for the HOMO energy (spin up / spin down): -7.9495 / -7.9502 eV.

```
13
C4H6N2O ωB97M-V/def2-TZVPD
N -1.813 0.477 0.356
C -0.481 0.361 0.425
C 0.010 -0.968 0.214
O -0.751 -1.933 -0.064
N 1.359 -0.844 -0.092
C 1.730 0.476 0.043
C 0.636 1.257 0.270
H -2.168 -0.411 -0.557
H -2.085 1.415 0.051
H -1.832 -1.292 -0.853
H 1.983 -1.625 -0.208
H 2.775 0.757 0.008
H 0.635 2.329 0.409
```

---

Entry x
DFT (ωB97M-V/def2-TZVPD) results for C4H6N2O in the gas phase.

Its SMILES is O=C[C@@H]1CC=NN1. The HOMO-LUMO gap is 0.3528 hartree. The spin multiplicity is 1. As for the HOMO energy: -9.0351 eV.

```
13
C4H6N2O ωB97M-V/def2-TZVPD
C -1.547 0.467 -0.051
C -0.224 0.413 0.699
C 0.835 1.265 0.077
C 1.434 0.155 -0.784
H -2.124 1.396 -0.217
H -0.226 0.698 1.822
H 1.468 1.590 1.036
H 0.508 2.094 -0.602
H 2.066 0.512 -1.512
H -0.128 -1.733 0.831
N 1.261 -1.105 -0.340
N 0.451 -0.939 0.831
O -2.067 -0.507 -0.555
```

---

Entry y
DFT (ωB97M-V/def2-TZVPD) results for C4H6N2O in the gas phase.

Its SMILES is NC1=CCNC1=O. The HOMO-LUMO gap is 0.3573 hartree. The spin multiplicity is 1. As for the HOMO energy: -8.7019 eV.

```
13
C4H6N2O ωB97M-V/def2-TZVPD
N -1.853 1.026 -0.570
C -0.615 0.505 -0.264
C -0.302 -0.933 -0.546
O -1.075 -1.861 -0.438
N 1.082 -1.013 -0.633
C 1.450 -0.157 0.505
C 0.442 0.965 0.417
H -2.545 0.300 -0.708
H -2.176 1.738 0.070
H 1.196 -0.760 1.394
H 1.411 -1.968 -0.552
H 2.499 0.132 0.495
H 0.530 1.898 0.963
```

---

Which of them is most stable? Easy: entry y.

---

Entry w
DFT (ωB97M-V/def2-TZVPD) results for a molecular structure, C26H25Br2CdN5O4.

The HOMO-LUMO gap is 0.1820 hartree. The spin multiplicity is 1. As for the HOMO energy: -6.4689 eV.

```
63
C26H25Br2CdN5O4 ωB97M-V/def2-TZVPD
Cd 1.098 0.339 -0.097
O -0.487 -0.598 4.068
C -1.419 0.390 4.080
C -2.400 0.378 5.066
C -3.392 1.335 5.073
C -3.423 2.310 4.087
C -2.439 2.343 3.116
C -1.414 1.401 3.100
C -0.340 1.442 2.080
O 0.558 0.498 2.097
N -0.362 2.430 1.223
N 0.601 2.296 0.267
C 0.955 3.266 -0.500
C 2.015 3.119 -1.455
C 2.153 4.077 -2.472
C 3.155 4.014 -3.408
C 4.119 3.008 -3.314
C 4.046 2.074 -2.316
C 2.985 2.054 -1.368
O 2.984 1.141 -0.463
H 0.117 -0.286 3.306
H -2.359 -0.396 5.819
H -4.154 1.307 5.839
H -4.214 3.042 4.080
H -2.442 3.097 2.347
H 0.459 4.237 -0.406
H 1.430 4.880 -2.525
H 3.207 4.744 -4.203
H 4.926 2.969 -4.035
H 4.795 1.298 -2.215
C -2.655 1.090 -0.569
C -2.134 0.188 -1.645
C -2.973 -0.206 -2.707
C -2.499 -1.044 -3.676
C -1.178 -1.527 -3.596
C -0.605 -2.422 -4.515
Br -1.619 -3.077 -5.998
C 0.677 -2.887 -4.353
C 1.404 -2.482 -3.249
Br 3.118 -3.222 -2.910
C 0.933 -1.603 -2.263
O 1.620 -1.363 -1.223
C -0.402 -1.086 -2.486
N -0.891 -0.236 -1.563
H -3.722 1.260 -0.690
H -2.139 2.050 -0.592
H -2.470 0.658 0.413
H -3.986 0.165 -2.757
H -3.128 -1.352 -4.499
H 1.105 -3.579 -5.062
N 1.748 -4.125 3.178
C 0.586 -3.749 2.319
C 0.945 -2.493 1.488
N -0.200 -1.906 0.857
H 1.583 -4.993 3.701
H 1.925 -3.351 3.834
H 2.579 -4.235 2.580
H -0.266 -3.515 2.964
H 0.332 -4.589 1.669
H 1.675 -2.727 0.707
H 1.378 -1.737 2.152
H -0.924 -1.649 1.516
H -0.575 -2.465 0.103
```

---

Entry x
DFT (ωB97M-V/def2-TZVPD) results for a molecular structure, C26H25Br2CdN5O4.

The HOMO-LUMO gap is 0.1905 hartree. The spin multiplicity is 1. As for the HOMO energy: -6.5778 eV.

```
63
C26H25Br2CdN5O4 ωB97M-V/def2-TZVPD
Cd 0.090 -0.427 0.060
O -3.682 1.643 -1.625
C -3.753 2.625 -0.687
C -4.554 3.730 -0.956
C -4.649 4.760 -0.036
C -3.946 4.701 1.164
C -3.154 3.600 1.432
C -3.038 2.544 0.527
C -2.136 1.384 0.834
O -2.077 0.434 -0.069
N -1.463 1.404 1.945
N -0.584 0.318 1.981
C -0.101 -0.054 3.102
C 0.744 -1.230 3.250
C 1.469 -1.330 4.452
C 2.273 -2.404 4.739
C 2.340 -3.448 3.802
C 1.625 -3.402 2.630
C 0.803 -2.296 2.283
O 0.130 -2.322 1.173
H -3.144 0.943 -1.127
H -5.101 3.756 -1.892
H -5.279 5.614 -0.255
H -4.017 5.509 1.881
H -2.593 3.529 2.357
H -0.360 0.520 3.995
H 1.382 -0.517 5.170
H 2.834 -2.447 5.664
H 2.962 -4.311 4.010
H 1.664 -4.212 1.914
C 1.119 3.128 0.823
C 2.192 2.448 0.022
C 3.416 3.101 -0.245
C 4.378 2.468 -0.967
C 4.146 1.169 -1.478
C 5.069 0.454 -2.276
Br 6.762 1.200 -2.706
C 4.749 -0.773 -2.775
C 3.496 -1.339 -2.502
Br 3.073 -3.010 -3.291
C 2.524 -0.721 -1.716
O 1.359 -1.238 -1.512
C 2.895 0.580 -1.176
N 1.960 1.232 -0.413
H 1.381 4.166 1.024
H 0.955 2.616 1.771
H 0.166 3.103 0.292
H 3.579 4.100 0.138
H 5.324 2.953 -1.169
H 5.457 -1.312 -3.390
N -2.975 -1.154 -4.323
C -2.000 0.001 -4.158
C -1.199 -0.269 -2.905
N -0.459 0.859 -2.418
H -3.529 -1.091 -5.173
H -3.613 -1.169 -3.525
H -2.475 -2.043 -4.328
H -2.600 0.900 -4.047
H -1.390 0.058 -5.056
H -0.504 -1.103 -3.044
H -1.913 -0.562 -2.126
H -1.037 1.674 -2.260
H 0.378 1.084 -2.937
```

---

Which of them is most stable? Easy: entry x.